No. 1
Molecular formula: C21H20CoN3O7S
Method: DFT, ωB97M-V with the def2-TZVPD basis set

Structure (XYZ):
```
53
Properties=species:S:1:pos:R:3:mulliken_charge:R:1
Co -0.09841 -0.63617 -1.07036 0.7101
O -0.24840 -1.72950 -3.06854 -0.4573
C -1.31869 -1.18370 -3.84818 -0.7588
C -2.50826 -0.88723 -2.95493 -0.8502
N -2.10945 0.00050 -1.86057 1.0046
C -1.95351 1.39504 -2.31581 -0.9823
C -0.51636 1.90717 -2.19346 0.5448
O -0.14143 2.83271 -2.88393 -0.7248
O 0.17957 1.30083 -1.28123 -0.5540
C -3.00186 -0.10393 -0.70813 -0.8186
C -3.32908 -1.47973 -0.12987 0.2661
O -4.40306 -1.63682 0.39520 -0.6585
O -1.21761 -2.31978 -0.77873 -0.5716
H -0.62841 -2.47701 -2.56001 0.3903
H -1.60728 -1.88216 -4.63704 0.4432
H -0.92233 -0.28355 -4.32059 0.3487
H -2.86090 -1.82649 -2.52821 0.3963
H -3.32907 -0.46068 -3.54589 0.4735
H -2.58284 2.05702 -1.71382 0.4533
H -2.28653 1.50578 -3.34844 0.3333
H -3.98665 0.32933 -0.91710 0.4361
H -2.57364 0.47862 0.11443 0.3470
O -2.46345 -2.49712 -0.11027 -0.3328
S -0.74877 -0.98685 2.20591 0.4240
O -0.21042 -1.70868 3.36948 -0.6421
N 0.43587 -0.66052 1.00184 0.3904
C 1.73724 -0.73946 1.26285 0.7588
C 2.34927 -0.66279 2.53136 -0.4977
C 3.74047 -0.66005 2.64766 -0.9838
C 4.55000 -0.75022 1.54172 -0.7740
C 3.98699 -0.84711 0.23828 1.0084
C 4.76227 -0.93678 -0.93447 -0.6159
C 4.14001 -1.01848 -2.14952 -0.8347
C 2.73721 -1.02441 -2.18944 -0.1156
N 1.99537 -0.95896 -1.10402 -0.0609
C 2.59649 -0.85172 0.09784 -0.0808
C -0.90572 0.73703 2.73045 0.5012
C -1.16898 0.92617 4.07893 -0.6461
C -1.36520 2.21622 4.55490 -0.5642
C -1.30623 3.29494 3.68817 -0.4865
C -1.04265 3.09189 2.33870 -0.8468
C -0.84150 1.81190 1.84651 -0.3074
H 1.73089 -0.58745 3.41192 0.4732
H 4.18144 -0.58340 3.63193 0.4060
H 5.62739 -0.74882 1.64679 0.4069
H 5.84281 -0.93537 -0.86115 0.4310
H 4.69936 -1.07964 -3.07135 0.4094
H 2.19743 -1.09519 -3.12513 0.4857
H -1.20559 0.07289 4.74296 0.4980
H -1.56623 2.37476 5.60633 0.3796
H -1.46171 4.29785 4.06348 0.3851
H -0.97869 3.93514 1.66346 0.4774
H -0.60118 1.67400 0.79908 0.5829
```

The value obtained for the frontier orbital gap (alpha / beta) is 7.791 / 5.960 eV. As for the expectation value of S²: 6.061. As for the relative energy (zero: lowest compared OMol25 entry of this formula, charge and spin): 69.4 kcal per mole. The total energy is -3284.0655 hartree. The HOMO energy (alpha / beta) comes out at -8.6 / -8.6 eV. The value obtained for the molar mass is 517.41 g mol⁻¹. The charge is 0. The calculation puts the LUMO energy (alpha / beta) at -0.029 / -0.098 Ha. As for the multiplicity: 5.



No. 2
Molecular formula: CH3ClOSi
Method: DFT, ωB97M-V with the def2-TZVPD basis set

Structure (XYZ):
```
7
Properties=species:S:1:pos:R:3:mulliken_charge:R:1
O -0.19930 2.06662 0.47970 -0.4017
C -0.35284 1.11121 -0.23224 -0.0197
Si 0.10938 -0.70979 0.17090 0.4635
Cl 2.00944 -0.93902 -0.41610 -0.1991
H -0.77653 1.26458 -1.25010 0.3133
H 0.00589 -1.23170 1.83358 -0.0566
H -0.79605 -1.56191 -0.58574 -0.0997
```

The value obtained for the frontier orbital gap is 9.601 eV. As for the relative energy (zero: lowest compared OMol25 entry of this formula, charge and spin): 14.6 kcal per mole. The total energy is -864.8137 hartree. The HOMO energy comes out at -9.7 eV. The value obtained for the molar mass is 94.57 g mol⁻¹. The charge is 0. The calculation puts the LUMO energy at -0.005 Ha. Its structure (SMILES) is O=C[SiH2]Cl. As for the multiplicity: 1.



Q: Look up the charge of the second one.
A: 0



What did the second record say?
Molecular formula: CH3ClOSi
Method: DFT, ωB97M-V with the def2-TZVPD basis set

Structure (XYZ):
```
7
Properties=species:S:1:pos:R:3:mulliken_charge:R:1
O -0.19930 2.06662 0.47970 -0.4017
C -0.35284 1.11121 -0.23224 -0.0197
Si 0.10938 -0.70979 0.17090 0.4635
Cl 2.00944 -0.93902 -0.41610 -0.1991
H -0.77653 1.26458 -1.25010 0.3133
H 0.00589 -1.23170 1.83358 -0.0566
H -0.79605 -1.56191 -0.58574 -0.0997
```

The value obtained for the frontier orbital gap is 9.601 eV. As for the relative energy (zero: lowest compared OMol25 entry of this formula, charge and spin): 14.6 kcal per mole. The total energy is -864.8137 hartree. The HOMO energy comes out at -9.7 eV. The value obtained for the molar mass is 94.57 g mol⁻¹. The charge is 0. The calculation puts the LUMO energy at -0.005 Ha. Its structure (SMILES) is O=C[SiH2]Cl. As for the multiplicity: 1.



Q: Look up the charge of the first one.
A: 0